C9H13N3O3 | ωB97M-V/def2-TZVPD

## Properties
lowest unoccupied orbital energy (spin up / spin down)	0.78 / -0.19	eV
energy above the lowest of the compared OMol25 structures with the same formula, charge and spin	539.7	kJ/mol
molar mass	211.22	Da
frontier orbital gap (spin up / spin down)	7.58 / 6.57	eV
multiplicity	1

Last column: Löwdin charge in e.
Atoms and positions in Å:
C  1.31  -2.43  0.03  -0.135
C  1.35  -1.87  1.33  -0.102
C  1.04  -1.61  -1.05  -0.134
C  1.09  -0.55  1.53  -0.052
C  0.69  -0.28  -0.85  -0.073
C  0.76  0.32  0.44  -0.311
C  3.97  0.04  -0.02  -0.451
C  0.17  2.65  -0.40  -0.105
C  0.44  1.65  0.67  -0.103
N  -1.75  -2.01  -0.04  0.068
N  -1.68  -0.69  -0.49  -0.173
N  -2.10  0.24  0.34  -0.036
O  3.89  0.97  0.63  0.217
O  4.09  -0.89  -0.68  0.218
O  -2.63  1.30  -0.39  -0.075
H  1.56  -3.46  -0.11  0.103
H  1.60  -2.51  2.17  0.103
H  1.04  -2.01  -2.05  0.112
H  1.14  -0.13  2.52  0.113
H  0.50  0.35  -1.71  0.111
H  -0.68  2.35  -1.02  0.056
H  -0.05  3.62  0.03  0.073
H  1.04  2.75  -1.06  0.081
H  0.43  2.00  1.69  0.103
H  -1.94  -1.99  0.95  0.092
H  -0.84  -2.46  -0.18  0.048
H  -1.91  -0.58  -1.48  0.158
H  -2.73  2.00  0.26  0.096

---

C9H13N3S | ωB97M-V/def2-TZVPD

## Properties
lowest unoccupied orbital energy	-7.46	eV
energy above the lowest of the compared OMol25 structures with the same formula, charge and spin	80.0	kJ/mol
molar mass	195.29	Da
frontier orbital gap	8.17	eV
multiplicity	1
total charge	+2

Last column: Löwdin charge in e.
Atoms and positions in Å:
C  -3.48  -0.87  -0.14  0.000
C  -3.37  0.52  -0.16  -0.025
C  -2.32  -1.69  -0.02  -0.002
C  -2.13  1.21  0.04  0.005
C  -1.08  -1.07  0.12  -0.040
C  -0.97  0.35  0.13  -0.245
C  1.42  0.83  -1.34  0.120
C  2.78  -0.42  -0.07  -0.564
C  0.38  0.83  0.47  -0.555
N  2.47  0.22  -1.23  0.050
N  2.87  -1.86  -0.33  0.193
N  0.38  2.25  0.88  0.169
S  1.64  0.01  1.40  1.052
H  -4.39  -1.40  -0.18  0.107
H  -4.27  1.15  0.11  0.145
H  -2.44  -2.67  -0.09  0.069
H  -2.07  2.20  0.25  0.070
H  -0.12  -1.63  0.21  0.085
H  1.06  1.22  -2.25  0.117
H  3.75  -0.13  0.25  0.125
H  2.04  -2.22  -0.84  0.184
H  2.90  -2.47  0.59  0.229
H  3.77  -2.16  -0.77  0.203
H  0.38  2.91  0.11  0.172
H  1.25  2.48  1.39  0.159
H  -0.44  2.42  1.48  0.177

---

C9H13N3S | ωB97M-V/def2-TZVPD

## Properties
lowest unoccupied orbital energy	-8.68	eV
energy above the lowest of the compared OMol25 structures with the same formula, charge and spin	0.0	kJ/mol
molar mass	195.29	Da
frontier orbital gap	7.50	eV
multiplicity	1
total charge	+2

Last column: Löwdin charge in e.
Atoms and positions in Å:
C  -2.75  1.04  2.66  -0.010
C  -1.61  0.37  3.09  -0.020
C  -2.97  1.22  1.30  -0.047
C  -0.73  -0.15  2.15  -0.006
C  -2.12  0.74  0.33  -0.030
C  -0.95  0.06  0.78  -0.252
C  1.49  -0.57  0.10  -0.098
C  1.99  0.16  -2.03  -0.562
C  0.11  -0.25  -0.22  -0.481
N  2.40  -0.29  -0.77  0.097
N  2.66  1.36  -2.40  0.180
N  -0.32  -2.14  -0.54  0.180
S  0.12  0.37  -1.86  1.078
H  -3.43  1.40  3.42  0.133
H  -1.52  0.19  4.14  0.123
H  -4.00  1.39  1.04  0.122
H  0.13  -0.70  2.45  0.105
H  -2.31  1.00  -0.82  0.149
H  1.74  -0.86  1.10  0.142
H  2.24  -0.51  -2.91  0.171
H  3.37  1.03  -3.08  0.188
H  3.14  1.80  -1.56  0.215
H  2.20  2.21  -2.91  0.237
H  0.02  -2.37  -1.51  0.143
H  -1.33  -2.22  -0.46  0.127
H  0.20  -2.54  0.23  0.116

---

C9H13N4O | ωB97M-V/def2-TZVPD

## Properties
lowest unoccupied orbital energy (spin up / spin down)	-3.24 / -7.40	eV
energy above the lowest of the compared OMol25 structures with the same formula, charge and spin	184.4	kJ/mol
molar mass	193.23	Da
frontier orbital gap (spin up / spin down)	7.09 / 5.62	eV
multiplicity	3
total charge	+1

Last column: Löwdin charge in e.
Atoms and positions in Å:
C  2.24  -0.46  1.29  -0.017
C  2.21  -0.63  -1.11  0.021
C  3.53  -0.02  1.12  -0.147
C  3.51  -0.04  -1.09  -0.091
C  1.56  -0.79  0.14  -0.237
C  -1.96  -2.10  -0.46  -0.272
C  0.17  -1.16  0.33  -0.063
C  -0.70  -1.44  -0.64  -0.094
C  -1.51  0.80  -0.66  -0.192
N  4.10  0.35  0.01  0.094
N  -2.43  0.85  0.36  0.034
N  -0.35  1.35  -0.56  0.215
N  -1.87  1.26  1.71  0.089
O  -2.88  -1.85  0.26  0.082
H  1.77  -0.55  2.27  0.130
H  1.87  -1.02  -2.04  0.101
H  4.12  0.23  2.02  0.130
H  4.05  0.01  -1.96  0.085
H  -2.00  -2.89  -1.22  0.144
H  -0.21  -1.46  1.38  0.166
H  -0.44  -1.42  -1.63  0.103
H  -2.06  0.49  -1.52  0.157
H  -3.25  0.31  0.35  0.106
H  -0.18  1.59  0.39  0.106
H  0.28  1.65  -1.26  0.145
H  -1.61  0.35  2.17  0.103
H  -2.65  1.73  2.20  0.103

---

C9H13N5 | ωB97M-V/def2-TZVPD

## Properties
lowest unoccupied orbital energy	0.51	eV
energy above the lowest of the compared OMol25 structures with the same formula, charge and spin	404.5	kJ/mol
molar mass	191.24	Da
frontier orbital gap	10.22	eV
multiplicity	1

Last column: Löwdin charge in e.
Atoms and positions in Å:
N  3.42  -2.88  -0.19  0.156
C  2.27  -2.96  -0.07  -0.349
N  0.98  -2.87  0.04  0.036
C  0.10  -3.78  -0.43  -0.279
N  -0.60  -4.52  -0.96  0.161
C  0.47  -1.26  0.55  -0.226
N  -0.78  -1.31  0.69  0.108
C  -1.75  -0.23  0.89  -0.174
C  -2.18  0.24  -0.55  -0.158
C  -1.09  0.97  -1.25  -0.213
C  -0.53  2.20  -0.56  -0.139
C  0.99  2.13  -0.05  -0.125
C  1.50  0.96  0.89  -0.123
N  1.53  -0.47  0.51  0.074
H  -1.53  0.67  1.53  0.112
H  -2.43  -0.77  1.50  0.093
H  -3.01  0.98  -0.34  0.140
H  -2.46  -0.56  -1.06  0.066
H  -1.38  1.41  -2.14  0.099
H  -0.39  0.26  -1.40  0.069
H  -0.46  3.06  -1.08  0.059
H  -1.24  2.27  0.33  0.116
H  1.60  2.11  -0.88  0.077
H  1.25  2.99  0.55  0.105
H  2.50  1.11  1.00  0.091
H  0.83  1.18  1.70  0.109
H  2.39  -0.93  0.77  0.115

---

C9H13N5O4 | ωB97M-V/def2-TZVPD

## Properties
lowest unoccupied orbital energy	-0.06	eV
energy above the lowest of the compared OMol25 structures with the same formula, charge and spin	408.3	kJ/mol
molar mass	255.23	Da
frontier orbital gap	8.15	eV
multiplicity	1

Last column: Löwdin charge in e.
Atoms and positions in Å:
N  -1.39  -2.90  0.87  0.189
C  -1.66  -1.65  0.44  -0.218
N  -0.90  -0.57  0.82  0.177
C  -1.42  0.52  0.40  -0.226
C  -2.58  0.68  -0.47  -0.133
N  -2.69  2.11  -0.52  0.159
C  -1.66  2.56  0.15  -0.285
N  -0.84  1.75  0.51  -0.034
C  0.40  1.89  1.20  -0.079
O  1.60  1.64  0.45  0.013
C  1.63  0.62  -0.16  -0.543
C  1.92  -0.64  0.67  -0.080
O  1.83  -2.17  0.06  -0.060
H  2.26  -1.87  -0.66  -0.072
H  1.35  -0.73  1.51  0.031
H  2.99  -0.67  1.24  0.171
C  2.83  0.45  -1.17  -0.329
O  2.90  -0.63  -1.89  -0.057
H  3.69  -0.32  -2.73  0.287
H  2.49  1.51  -1.75  0.168
H  3.68  0.86  -0.79  0.086
H  0.64  0.25  -0.56  0.158
H  0.55  3.00  1.74  0.194
H  0.39  1.20  2.31  0.212
H  -1.29  3.89  -0.27  0.241
C  -3.41  -0.19  -0.71  -0.593
O  -4.52  -0.39  -1.32  -0.009
N  -2.92  -1.29  -0.30  0.168
H  -3.60  -2.29  -0.40  0.274
H  -1.80  -3.71  0.33  0.150
H  -0.47  -2.88  1.01  0.039

---

C9H13N6 | ωB97M-V/def2-TZVPD

## Properties
lowest unoccupied orbital energy	-5.34	eV
energy above the lowest of the compared OMol25 structures with the same formula, charge and spin	388.6	kJ/mol
molar mass	205.25	Da
frontier orbital gap	6.31	eV
multiplicity	1
total charge	+1

Last column: Löwdin charge in e.
Atoms and positions in Å:
C  -4.63  1.84  0.29  -0.130
C  -3.06  -0.37  -0.20  -0.231
C  -2.71  0.90  -0.20  0.119
C  -4.49  -0.38  0.07  -0.346
C  1.33  1.14  -1.29  -0.051
C  1.27  1.33  0.16  -0.263
C  0.89  -0.07  -0.53  -0.393
C  2.46  1.30  1.04  -0.079
C  1.90  -1.20  -0.33  -0.020
N  -3.37  1.89  -0.01  0.204
N  -5.21  0.67  0.19  0.174
N  -2.43  -1.51  -0.14  0.076
N  -1.11  -1.46  -0.15  0.004
N  -0.50  -0.36  -0.36  0.147
N  -5.10  -1.52  0.05  0.211
H  -5.30  2.70  0.38  0.149
H  0.50  1.70  -1.98  0.179
H  2.25  1.07  -1.68  0.071
H  0.38  1.75  0.65  0.138
H  3.31  0.86  0.55  0.062
H  2.17  0.57  1.90  0.123
H  2.85  2.34  1.39  0.124
H  2.89  -0.94  -0.97  0.153
H  1.54  -2.20  -0.48  0.058
H  2.24  -1.34  0.67  0.055
H  -0.76  -2.40  0.06  0.194
H  -4.60  -2.34  -0.02  0.082
H  -6.07  -1.67  0.46  0.188

---

C9H13NO | ωB97M-V/def2-TZVPD

## Properties
lowest unoccupied orbital energy	0.69	eV
energy above the lowest of the compared OMol25 structures with the same formula, charge and spin	257.7	kJ/mol
molar mass	151.21	Da
frontier orbital gap	8.88	eV
multiplicity	1

Last column: Löwdin charge in e.
Atoms and positions in Å:
C  -3.03  -1.75  0.08  -0.077
N  -3.19  -0.33  -0.36  -0.001
C  -2.06  0.49  -0.19  -0.445
C  -2.29  2.06  -0.22  0.015
O  -0.95  0.14  0.12  -0.034
H  -1.92  -1.95  0.04  0.089
H  -3.75  -1.99  0.93  0.092
H  -3.46  -2.44  -0.77  0.099
H  -4.12  0.00  -0.24  0.109
H  -3.37  2.18  -0.43  0.065
H  -1.65  2.65  -0.95  0.102
H  -2.04  2.35  0.79  0.065
C  2.90  -1.23  -0.38  -0.111
C  3.49  0.02  -0.53  -0.113
C  2.84  1.16  -0.05  -0.103
C  1.61  1.02  0.59  -0.088
C  1.01  -0.24  0.72  -0.138
C  1.65  -1.37  0.23  -0.091
H  3.44  -2.12  -0.72  0.096
H  4.44  0.11  -1.05  0.087
H  3.29  2.15  -0.17  0.097
H  1.11  1.92  0.97  0.101
H  0.05  -0.31  1.23  0.086
H  1.22  -2.36  0.35  0.100

---

C9H13NO | ωB97M-V/def2-TZVPD

## Properties
lowest unoccupied orbital energy	0.86	eV
energy above the lowest of the compared OMol25 structures with the same formula, charge and spin	35.0	kJ/mol
molar mass	151.21	Da
frontier orbital gap	9.81	eV
multiplicity	1

Last column: Löwdin charge in e.
Atoms and positions in Å:
C  2.01  -3.10  -0.93  -0.068
C  0.91  -2.32  -0.34  -0.296
C  0.18  -1.43  -1.10  -0.060
C  -0.81  -0.63  -0.54  -0.089
C  -1.18  -0.80  0.80  -0.094
C  -0.47  -1.72  1.54  -0.102
C  0.55  -2.50  1.01  -0.043
H  1.61  -3.97  -1.45  0.084
H  2.60  -3.59  -0.15  0.077
H  2.66  -2.65  -1.68  0.081
H  0.45  -1.21  -2.13  0.109
H  -1.29  0.13  -1.14  0.095
H  -2.04  -0.30  1.24  0.103
H  -0.78  -1.81  2.58  0.103
H  1.05  -3.26  1.59  0.107
C  0.37  2.99  0.56  -0.012
C  -1.07  3.31  0.43  -0.593
N  -1.56  3.47  -0.87  0.129
O  -1.88  3.27  1.33  0.048
H  0.49  1.90  0.62  0.081
H  0.90  3.40  1.41  0.083
H  0.90  3.11  -0.39  0.078
H  -2.54  3.70  -0.82  0.093
H  -1.08  4.00  -1.57  0.090

---

C9H13NO | ωB97M-V/def2-TZVPD

## Properties
lowest unoccupied orbital energy	0.81	eV
energy above the lowest of the compared OMol25 structures with the same formula, charge and spin	27.0	kJ/mol
molar mass	151.21	Da
frontier orbital gap	9.77	eV
multiplicity	1

Last column: Löwdin charge in e.
Atoms and positions in Å:
C  1.50  -1.44  -2.69  -0.053
C  0.82  -1.51  -1.35  -0.295
C  0.94  -0.52  -0.39  -0.043
C  0.38  -0.71  0.90  -0.080
C  -0.16  -1.93  1.25  -0.092
C  -0.23  -2.95  0.30  -0.088
C  0.17  -2.68  -0.99  -0.076
H  1.69  -0.42  -3.00  0.074
H  0.84  -1.85  -3.44  0.077
H  2.44  -1.98  -2.58  0.086
H  1.26  0.49  -0.63  0.094
H  0.33  0.01  1.71  0.088
H  -0.53  -2.12  2.25  0.100
H  -0.56  -3.96  0.50  0.100
H  0.03  -3.49  -1.71  0.110
C  0.01  3.34  1.14  -0.004
C  -1.19  2.48  1.57  -0.592
N  -2.26  2.34  0.72  0.153
O  -1.15  1.91  2.63  0.024
H  -0.28  4.29  0.69  0.072
H  0.60  2.76  0.42  0.067
H  0.67  3.49  1.98  0.080
H  -2.94  1.63  0.89  0.096
H  -2.37  2.84  -0.16  0.103

---

C9H13NO2 | ωB97M-V/def2-TZVPD

## Properties
lowest unoccupied orbital energy	0.74	eV
energy above the lowest of the compared OMol25 structures with the same formula, charge and spin	85.4	kJ/mol
molar mass	167.21	Da
frontier orbital gap	9.34	eV
multiplicity	1

Last column: Löwdin charge in e.
Atoms and positions in Å:
C  -0.18  -2.76  -0.97  -0.048
C  0.33  -1.88  0.18  -0.300
C  1.70  -1.54  0.06  -0.051
C  2.30  -0.55  0.83  0.004
C  1.44  0.16  1.66  -0.318
O  1.99  1.18  2.42  0.029
C  0.15  -0.22  1.94  -0.032
C  -0.41  -1.22  1.13  -0.099
H  -1.20  -3.00  -0.63  0.078
H  0.43  -3.66  -1.03  0.070
H  -0.01  -2.26  -1.92  0.080
H  2.34  -2.16  -0.57  0.113
H  3.37  -0.40  0.76  0.119
H  1.41  1.93  2.53  0.099
H  -0.48  0.15  2.74  0.126
H  -1.50  -1.35  1.13  0.117
C  -1.56  1.09  -0.56  -0.011
C  -1.07  2.51  -0.80  -0.561
N  -1.24  2.86  -2.14  0.129
O  -0.53  3.27  -0.04  0.055
H  -0.70  0.44  -0.62  0.072
H  -2.38  0.79  -1.21  0.085
H  -1.95  0.96  0.43  0.074
H  -0.67  3.55  -2.59  0.098
H  -1.56  2.11  -2.73  0.074

---

C9H13NO2 | ωB97M-V/def2-TZVPD

## Properties
lowest unoccupied orbital energy	0.59	eV
energy above the lowest of the compared OMol25 structures with the same formula, charge and spin	192.5	kJ/mol
molar mass	167.21	Da
frontier orbital gap	9.31	eV
multiplicity	1

Last column: Löwdin charge in e.
Atoms and positions in Å:
C  0.37  -4.30  0.09  -0.051
C  -0.19  -2.94  0.17  -0.256
C  -0.72  -2.51  1.37  -0.053
C  -1.44  -1.38  1.36  -0.020
C  -1.80  -0.82  0.13  -0.349
O  -2.59  0.29  -0.01  0.004
C  -1.04  -1.08  -0.97  -0.057
C  -0.20  -2.13  -1.01  -0.022
H  -0.33  -4.98  -0.03  0.028
H  0.93  -4.68  0.96  0.095
H  1.01  -4.34  -0.79  0.078
H  -0.62  -2.97  2.31  0.108
H  -2.11  -1.02  2.09  0.111
H  -3.50  -0.03  -0.22  0.132
H  -1.26  -0.51  -1.87  0.124
H  0.49  -2.38  -1.85  0.128
C  1.86  4.80  -0.92  -0.006
C  1.85  3.80  0.29  -0.583
N  0.52  3.35  0.59  0.103
O  2.80  3.45  0.88  0.088
H  2.74  5.42  -1.02  0.077
H  0.99  5.43  -0.88  0.059
H  1.81  3.98  -1.65  0.086
H  0.49  2.45  1.15  0.119
H  -0.06  3.08  -0.16  0.059